(1)
The following is a quantum chemistry calculation of an isolated molecule of C20H18O6, from the Open Molecules 2025 dataset.

The geometry in XYZ format:
```
44
Properties=species:S:1:pos:R:3:forces:R:3:nbo_charge:R:1
C -6.038 -1.370 -1.447 0.17 -0.05 0.05 -0.714
C -4.723 -0.886 -0.895 -0.13 -0.70 0.07 0.801
O -3.827 -1.585 -0.508 -0.01 0.10 -0.03 -0.587
O -4.703 0.458 -0.879 0.01 0.66 -0.07 -0.520
C -3.548 1.126 -0.481 0.36 0.13 0.26 0.348
C -3.661 2.096 0.504 -0.26 -0.35 -0.26 -0.269
C -2.540 2.799 0.898 0.28 -0.07 -0.08 -0.177
C -1.293 2.534 0.334 -0.40 -0.09 -0.11 -0.086
C -1.210 1.586 -0.686 -0.17 0.15 -0.02 -0.182
C -2.325 0.882 -1.090 -0.23 -0.04 -0.05 -0.250
H -2.252 0.142 -1.872 0.01 -0.06 -0.06 0.229
H -0.262 1.405 -1.168 0.07 -0.03 -0.04 0.227
C -0.119 3.271 0.801 0.41 0.12 0.13 -0.188
C 1.111 2.784 0.986 -0.24 0.38 0.01 -0.177
C 1.528 1.390 0.835 0.17 -0.67 0.05 -0.050
C 0.710 0.341 1.234 0.09 -0.24 0.08 -0.244
C 1.114 -0.972 1.035 0.26 0.41 -0.28 0.294
C 2.348 -1.256 0.476 0.20 -0.03 -0.07 -0.302
C 3.178 -0.199 0.106 -0.48 0.09 0.22 0.369
C 2.783 1.115 0.288 0.09 0.21 -0.09 -0.287
H 3.423 1.928 -0.012 0.00 -0.02 0.01 0.255
O 4.395 -0.600 -0.418 -0.28 -0.41 0.23 -0.514
C 5.279 0.199 -1.036 0.53 0.30 -0.32 0.804
O 5.163 1.382 -1.207 -0.07 -0.12 0.04 -0.583
C 6.446 -0.626 -1.512 -0.07 0.12 0.10 -0.713
H 6.650 -1.430 -0.812 0.04 -0.06 -0.01 0.235
H 7.317 0.011 -1.635 -0.02 0.03 -0.01 0.236
H 6.191 -1.063 -2.476 -0.02 -0.05 -0.06 0.243
H 2.678 -2.267 0.312 0.00 -0.04 -0.01 0.252
O 0.217 -1.941 1.450 0.07 0.38 0.36 -0.500
C 0.022 -3.083 0.759 -0.17 -0.52 -0.27 0.808
O 0.669 -3.429 -0.190 -0.04 0.08 0.06 -0.582
C -1.148 -3.825 1.340 0.11 0.00 -0.06 -0.719
H -1.088 -4.876 1.075 0.03 0.00 -0.03 0.234
H -2.054 -3.399 0.910 -0.07 0.04 0.00 0.261
H -1.181 -3.695 2.417 -0.05 -0.01 0.06 0.233
H -0.248 0.526 1.693 -0.10 0.00 0.03 0.235
H 1.902 3.467 1.268 0.01 0.13 0.04 0.214
H -0.296 4.319 1.013 0.10 0.10 0.03 0.212
H -2.625 3.548 1.672 -0.01 0.08 0.06 0.214
H -4.624 2.288 0.951 -0.11 0.00 0.04 0.225
H -6.067 -2.455 -1.426 0.03 0.01 0.01 0.236
H -6.853 -0.961 -0.856 -0.06 0.04 0.01 0.239
H -6.150 -1.014 -2.468 -0.04 0.03 -0.05 0.240
```
Forces are in eV/Å.

**F_max**: 0.7 eV/A
**Frontier orbital gap**: 0.3183 Ha
**Relative energy (zero: lowest compared OMol25 entry of this formula, charge and spin)**: 0.104 eV
**E**: -33317.5769 eV
**LUMO level**: 0.415 eV

(2)
The following is a quantum chemistry calculation of a structure of composition C20H19BrN6PdS, from the Open Molecules 2025 dataset.

The geometry in XYZ format:
```
48
Properties=species:S:1:pos:R:3:forces:R:3:nbo_charge:R:1
Pd 0.142 -0.247 0.492 0.00 -0.46 -0.87 0.627
N -3.629 -0.249 0.232 0.05 0.07 0.01 -0.565
C -3.181 -1.565 0.255 0.15 -0.24 0.01 0.384
C -4.150 -2.578 0.271 -0.09 0.03 0.00 -0.284
C -3.733 -3.891 0.281 0.04 0.13 -0.01 -0.148
C -2.370 -4.165 0.298 0.08 -0.09 0.02 -0.291
C -1.494 -3.099 0.297 -0.12 -0.08 -0.04 0.083
N -1.886 -1.825 0.252 -0.15 -0.02 -0.01 -0.489
C -2.989 0.977 0.272 0.18 -0.07 0.02 0.406
C -3.827 2.107 0.249 -0.01 0.09 0.00 -0.280
C -3.277 3.365 0.286 -0.05 -0.19 -0.01 -0.138
C -1.893 3.488 0.342 0.08 0.07 0.02 -0.292
C -1.143 2.336 0.359 -0.20 0.27 -0.03 0.087
N -1.663 1.095 0.327 0.15 0.22 0.13 -0.508
H -4.631 -0.172 0.233 -0.04 0.03 -0.01 0.395
H -5.203 -2.326 0.278 -0.01 -0.02 -0.02 0.209
H -4.457 -4.695 0.279 -0.02 0.01 0.02 0.220
H -2.002 -5.180 0.317 0.02 0.01 0.02 0.223
H -0.421 -3.254 0.338 0.00 -0.01 -0.05 0.206
H -4.900 1.971 0.205 0.00 0.01 -0.01 0.211
H -3.913 4.239 0.266 -0.02 0.00 0.01 0.222
H -1.416 4.456 0.377 0.06 -0.03 -0.02 0.226
H -0.062 2.390 0.394 -0.01 -0.02 0.02 0.210
C 3.547 -2.590 -3.637 -0.09 0.07 0.05 -0.625
C 2.867 -2.164 -2.363 0.05 0.06 -0.04 -0.078
C 3.305 -2.596 -1.113 -0.08 0.00 0.04 -0.148
C 2.685 -2.178 0.058 0.02 0.04 0.06 -0.290
C 1.625 -1.308 -0.101 -0.25 0.11 0.02 0.177
Br 0.236 -0.220 2.891 0.15 0.02 0.62 -0.642
N 1.193 -0.925 -1.275 -0.13 -0.02 0.19 -0.481
C 1.775 -1.301 -2.401 0.18 -0.12 -0.02 0.069
H 4.428 -3.192 -3.422 0.00 -0.01 -0.03 0.217
H 3.860 -1.719 -4.213 0.03 -0.03 -0.02 0.225
H 2.871 -3.177 -4.262 0.04 -0.02 -0.02 0.219
H 4.153 -3.268 -1.054 0.01 0.00 -0.02 0.214
H 3.037 -2.491 1.030 -0.04 0.02 0.02 0.233
H 1.390 -0.915 -3.338 -0.05 0.00 0.02 0.199
S 3.614 1.253 -0.537 0.19 0.05 -0.02 -0.205
C 2.902 2.378 0.442 0.13 -0.28 0.05 0.214
N 2.478 2.015 1.713 0.17 0.40 -0.14 -0.537
C 1.953 2.887 2.585 -0.15 0.11 0.11 0.123
C 1.777 4.187 2.218 -0.03 0.04 -0.01 -0.387
C 2.150 4.513 0.896 0.06 -0.22 0.10 0.122
N 2.692 3.670 0.060 -0.20 0.28 -0.13 -0.468
H 2.557 1.039 1.969 -0.14 -0.11 -0.04 0.462
H 1.664 2.493 3.549 0.00 -0.10 -0.04 0.243
H 1.354 4.914 2.892 -0.01 -0.02 0.02 0.233
H 1.980 5.516 0.516 0.05 0.02 0.03 0.194
```
Forces are in eV/Å.

**F_max**: 1.0 eV/A
**Frontier orbital gap**: 0.2948 Ha
**Relative energy (zero: lowest compared OMol25 entry of this formula, charge and spin)**: 0.000 eV
**E**: -114347.3112 eV
**LUMO level**: 0.408 eV

(3)
The following is a quantum chemistry calculation of a structure of composition C20H19Cl2O3Tc, from the Open Molecules 2025 dataset.

The geometry in XYZ format:
```
45
Properties=species:S:1:pos:R:3:forces:R:3:nbo_charge:R:1
C 0.996 0.698 -1.119 0.33 0.43 -0.92 -0.247
C 0.532 -0.445 -1.839 -0.14 -0.03 -1.32 -0.239
C -0.697 -0.075 -2.481 1.08 -0.54 1.02 -0.198
H 1.073 -1.383 -1.941 -0.20 0.30 -0.04 0.273
C -1.021 1.267 -2.097 0.73 0.60 0.97 -0.222
C 0.019 1.752 -1.229 -0.13 0.27 -1.29 -0.228
H 0.070 2.736 -0.780 0.05 -0.14 -0.22 0.258
H 1.980 0.771 -0.684 -0.26 -0.01 0.08 0.257
H -1.269 -0.717 -3.143 0.15 0.17 0.24 0.244
H -1.886 1.844 -2.424 0.29 -0.28 0.34 0.251
C -0.737 -1.323 1.596 -0.01 -0.22 -0.17 -0.269
C 0.577 -0.833 1.296 -0.47 -0.16 0.55 -0.205
C 0.554 0.598 1.460 -0.45 -0.33 0.90 -0.214
H 1.453 -1.420 1.049 -0.28 0.03 -0.09 0.273
C -0.765 0.995 1.859 -0.56 -0.46 0.51 -0.258
C -1.576 -0.197 1.929 1.79 0.73 -0.07 -0.147
H -2.626 -0.232 2.168 -0.01 0.05 -0.19 0.256
H -1.063 -2.361 1.541 0.22 0.40 0.11 0.259
H 1.408 1.251 1.382 -0.15 0.00 -0.03 0.252
H -1.077 2.009 2.066 -0.03 -0.20 0.05 0.258
Tc -0.765 0.075 -0.140 -2.16 -0.32 -0.59 0.310
O -2.924 -0.321 -0.430 1.15 -0.70 0.02 -0.614
C -3.375 -1.324 -1.392 -0.47 2.04 0.79 -0.100
C -4.137 -0.052 -1.574 -1.42 -0.65 -0.66 0.013
H -2.634 -1.585 -2.139 -0.26 -0.30 0.19 0.201
H -3.915 -2.130 -0.900 0.21 -0.22 -0.30 0.188
H -3.827 0.627 -2.372 -0.08 -0.23 0.34 0.216
H -6.233 1.609 -2.341 -0.19 -0.25 0.31 0.224
C -6.480 0.913 -1.531 1.33 0.43 -0.25 -0.007
C -5.449 0.108 -0.976 1.81 -0.22 -1.37 -0.242
C -5.754 -0.686 0.146 1.55 -0.34 -0.02 -0.099
H -4.931 -1.220 0.637 -0.53 0.29 -0.06 0.227
C -7.063 -0.823 0.581 -1.80 0.29 0.19 0.030
H -7.268 -1.506 1.400 -0.13 0.11 -0.10 0.229
C -8.096 -0.093 -0.026 -0.79 -0.28 0.49 -0.394
H -9.126 -0.226 0.317 0.47 0.14 -0.17 0.244
C -7.791 0.807 -1.054 -1.06 -0.22 0.64 -0.040
H -8.585 1.422 -1.487 0.32 -0.24 0.08 0.236
Cl 4.336 -0.011 -2.275 0.17 -0.21 0.45 0.106
C 4.938 -0.274 -0.672 0.47 1.34 -0.64 -0.278
Cl 4.310 0.836 0.517 0.25 -0.47 -0.18 0.077
C 4.392 -2.020 -0.085 -0.67 -1.95 0.68 0.883
O 5.400 -2.334 0.499 -1.34 0.53 -0.83 -0.471
O 3.262 -2.250 -0.448 1.85 0.82 0.49 -0.551
H 6.034 -0.349 -0.643 -0.63 -0.02 0.06 0.256
```
Forces are in eV/Å.

**F_max**: 2.3 eV/A
**Charge**: +1
**Frontier orbital gap (alpha / beta)**: 0.1985 / 0.1221 Ha
**Relative energy (zero: lowest compared OMol25 entry of this formula, charge and spin)**: 2.238 eV
**E**: -54419.8099 eV
**LUMO level (alpha / beta)**: -2.840 / -6.997 eV
**⟨S²⟩**: 3.7759
**Spin multiplicity**: 4